Entry 1:
Here is one molecule with the formula C4H9N3 at a distorted geometry from OMol25. Energies are from the ωB97M-V functional and the def2-TZVPD basis.

For the HOMO energy, the calculation gives -8.9620 eV. Its energy above the lowest of the compared OMol25 structures with the same formula, charge and spin is 2.3469 eV. Its SMILES is [H]/N=C\N/N=C/CC. The calculation puts the electronic energy at -322.0041 hartree. As for the HOMO-LUMO gap: 9.962 eV.

Geometry as ORCA input:
```
! wB97M-V def2-TZVPD RIJCOSX def2/J DEFGRID3
* xyz 0 1
N 0.27 1.27 1.59
N -1.19 1.40 3.45
N 0.57 0.93 0.16
C -0.70 0.82 2.44
C 0.28 -0.23 -0.17
C -0.19 -1.30 -2.44
C 0.88 -0.65 -1.59
H -1.04 -0.19 2.24
H 0.26 -1.69 -3.37
H 1.34 0.21 -2.07
H -0.69 -2.14 -1.92
H -0.81 2.34 3.61
H 0.69 2.16 1.84
H 1.67 -1.38 -1.34
H -0.37 -0.96 0.30
H -0.96 -0.56 -2.72
*
```

Formally, the natural (NBO) partial charges of the atoms, in units of the elementary charge, are as follows: atom 1 (N): -0.50, atom 2 (N): -0.69, atom 3 (N): -0.22, atom 4 (C): 0.27, atom 5 (C): 0.09, atom 6 (C): -0.61, atom 7 (C): -0.43, atom 8 (H): 0.15, atom 9 (H): 0.22, atom 10 (H): 0.22, atom 11 (H): 0.20, atom 12 (H): 0.32, atom 13 (H): 0.38, atom 14 (H): 0.21, atom 15 (H): 0.17, atom 16 (H): 0.21


Entry 2:
Here is one molecule with the formula C4H9N3 at a distorted geometry from OMol25. Energies are from the ωB97M-V functional and the def2-TZVPD basis.

For the HOMO energy, the calculation gives -8.9653 eV. Its energy above the lowest of the compared OMol25 structures with the same formula, charge and spin is 5.3860 eV. Its SMILES is [H]/N=C(\N)[C@H]1CCN1. The calculation puts the electronic energy at -321.8924 hartree. As for the HOMO-LUMO gap: 9.802 eV.

Geometry as ORCA input:
```
! wB97M-V def2-TZVPD RIJCOSX def2/J DEFGRID3
* xyz 0 1
N -1.33 -1.21 0.03
N -0.43 -0.80 2.16
N -0.12 1.29 -0.58
C 0.49 0.25 0.29
C -0.52 -0.64 0.99
C 0.83 1.21 -1.58
C 1.18 -0.16 -1.00
H -0.14 2.37 0.00
H 1.56 1.88 -1.19
H -2.22 -1.78 0.38
H 2.43 -0.44 -0.87
H -0.96 -1.47 2.56
H 1.14 0.67 0.75
H 0.70 -1.03 -1.45
H 0.44 1.36 -2.71
H -1.57 -0.47 -0.94
*
```

Formally, the natural (NBO) partial charges of the atoms, in units of the elementary charge, are as follows: atom 1 (N): -0.89, atom 2 (N): -0.68, atom 3 (N): -0.60, atom 4 (C): -0.11, atom 5 (C): 0.45, atom 6 (C): -0.24, atom 7 (C): -0.38, atom 8 (H): 0.34, atom 9 (H): 0.17, atom 10 (H): 0.39, atom 11 (H): 0.20, atom 12 (H): 0.33, atom 13 (H): 0.17, atom 14 (H): 0.23, atom 15 (H): 0.19, atom 16 (H): 0.43


Entry 3:
Here is C4H9N3 as an isolated structure at a distorted geometry from OMol25. Energies are from the ωB97M-V functional and the def2-TZVPD basis.

For the HOMO energy, the calculation gives -8.2926 eV. Its energy above the lowest of the compared OMol25 structures with the same formula, charge and spin is 10.4630 eV. The calculation puts the electronic energy at -321.7058 hartree. As for the HOMO-LUMO gap: 7.982 eV.

Geometry as ORCA input:
```
! wB97M-V def2-TZVPD RIJCOSX def2/J DEFGRID3
* xyz 0 1
N 1.29 -0.37 -0.68
N -1.60 -0.86 -0.80
N -2.83 0.67 0.46
C -0.56 0.63 0.92
C -1.65 0.14 0.12
C 0.79 0.40 0.44
C 2.74 -0.78 -0.42
H 0.60 -1.46 -0.87
H 2.81 0.46 0.22
H -3.07 1.32 -0.89
H 2.93 -1.91 0.61
H -0.91 1.15 1.91
H 3.05 -1.05 -1.73
H 1.65 1.17 0.85
H -2.55 -1.06 -1.27
H -2.68 1.55 1.13
*
```

Formally, the natural (NBO) partial charges of the atoms, in units of the elementary charge, are as follows: atom 1 (N): -0.68, atom 2 (N): -0.76, atom 3 (N): -0.74, atom 4 (C): -0.40, atom 5 (C): 0.34, atom 6 (C): 0.10, atom 7 (C): -0.45, atom 8 (H): 0.45, atom 9 (H): 0.21, atom 10 (H): 0.35, atom 11 (H): 0.19, atom 12 (H): 0.23, atom 13 (H): 0.25, atom 14 (H): 0.19, atom 15 (H): 0.34, atom 16 (H): 0.37


Entry 4:
Here is a 3-piece molecular cluster, C4H9N3 overall at a distorted geometry from OMol25. Energies are from the ωB97M-V functional and the def2-TZVPD basis.

For the HOMO energy, the calculation gives -9.5119 eV. Its energy above the lowest of the compared OMol25 structures with the same formula, charge and spin is 3.5137 eV. Its SMILES is [H]/N=C\N.C#N.C=C. The calculation puts the electronic energy at -321.9612 hartree. As for the HOMO-LUMO gap: 10.100 eV.

Geometry as ORCA input:
```
! wB97M-V def2-TZVPD RIJCOSX def2/J DEFGRID3
* xyz 0 1
N -2.10 -0.88 -0.33
N -1.52 1.34 0.31
N -0.52 -1.33 2.27
C 1.43 0.39 -1.29
C 2.20 0.35 -0.17
C 0.04 -0.50 1.69
C -1.31 0.24 -0.25
H -1.69 -1.74 -0.64
H 2.60 1.26 0.26
H 2.66 -0.57 0.17
H 1.35 -0.50 -1.91
H 1.30 1.32 -1.82
H -2.76 -1.01 0.43
H -2.26 1.33 1.01
H 0.90 0.06 1.24
H -0.32 0.24 -0.97
*
```

Formally, the natural (NBO) partial charges of the atoms, in units of the elementary charge, are as follows: atom 1 (N): -0.82, atom 2 (N): -0.72, atom 3 (N): -0.36, atom 4 (C): -0.40, atom 5 (C): -0.44, atom 6 (C): 0.07, atom 7 (C): 0.30, atom 8 (H): 0.39, atom 9 (H): 0.21, atom 10 (H): 0.21, atom 11 (H): 0.21, atom 12 (H): 0.22, atom 13 (H): 0.39, atom 14 (H): 0.33, atom 15 (H): 0.25, atom 16 (H): 0.17


Entry 5:
Here is one molecule with the formula C4H9N3 at a distorted geometry from OMol25. Energies are from the ωB97M-V functional and the def2-TZVPD basis.

For the HOMO energy, the calculation gives -8.8091 eV. Its energy above the lowest of the compared OMol25 structures with the same formula, charge and spin is 2.2380 eV. Its SMILES is C=N[C@H]1CC1(N)N. The calculation puts the electronic energy at -322.0081 hartree. As for the HOMO-LUMO gap: 9.766 eV.

Geometry as ORCA input:
```
! wB97M-V def2-TZVPD RIJCOSX def2/J DEFGRID3
* xyz 0 1
N 0.42 -1.25 -0.88
N -1.70 -1.18 0.20
N 1.18 1.17 1.19
C -0.17 0.65 0.84
C 2.27 0.78 0.64
C -0.48 -0.41 -0.18
C -0.66 1.03 -0.54
H 0.01 -1.56 -1.76
H -1.66 1.43 -0.61
H -2.24 -1.39 -0.64
H 2.33 0.05 -0.18
H 3.23 1.18 1.00
H 0.58 -2.10 -0.33
H -2.35 -0.67 0.79
H -0.82 0.81 1.69
H 0.05 1.47 -1.22
*
```

Formally, the natural (NBO) partial charges of the atoms, in units of the elementary charge, are as follows: atom 1 (N): -0.83, atom 2 (N): -0.84, atom 3 (N): -0.39, atom 4 (C): -0.10, atom 5 (C): -0.07, atom 6 (C): 0.24, atom 7 (C): -0.44, atom 8 (H): 0.36, atom 9 (H): 0.21, atom 10 (H): 0.35, atom 11 (H): 0.17, atom 12 (H): 0.17, atom 13 (H): 0.37, atom 14 (H): 0.35, atom 15 (H): 0.22, atom 16 (H): 0.23


Entry 6:
Here is one molecule with the formula C4H9N3 at a distorted geometry from OMol25. Energies are from the ωB97M-V functional and the def2-TZVPD basis.

For the HOMO energy, the calculation gives -9.5455 eV. Its energy above the lowest of the compared OMol25 structures with the same formula, charge and spin is 3.0615 eV. Its SMILES is CC(C)N(N)C#N. The calculation puts the electronic energy at -321.9778 hartree. As for the HOMO-LUMO gap: 10.425 eV.

Geometry as ORCA input:
```
! wB97M-V def2-TZVPD RIJCOSX def2/J DEFGRID3
* xyz 0 1
N 0.65 0.48 0.45
N 0.24 1.52 1.51
N 2.99 -0.21 0.75
C -1.52 0.56 -0.67
C 0.13 -1.50 -0.95
C -0.49 -0.42 -0.02
C 1.88 0.00 0.63
H -2.34 -0.14 -0.89
H 0.62 -1.04 -1.99
H -1.74 1.31 0.15
H -0.97 1.07 -1.49
H 0.70 1.31 2.29
H -0.82 -2.02 -1.25
H 0.66 2.40 1.25
H 0.86 -2.34 -0.57
H -0.86 -0.97 0.80
*
```

Formally, the natural (NBO) partial charges of the atoms, in units of the elementary charge, are as follows: atom 1 (N): -0.36, atom 2 (N): -0.61, atom 3 (N): -0.38, atom 4 (C): -0.63, atom 5 (C): -0.65, atom 6 (C): -0.02, atom 7 (C): 0.39, atom 8 (H): 0.22, atom 9 (H): 0.22, atom 10 (H): 0.24, atom 11 (H): 0.22, atom 12 (H): 0.34, atom 13 (H): 0.22, atom 14 (H): 0.35, atom 15 (H): 0.25, atom 16 (H): 0.19


Entry 7:
Here is a 2-piece molecular cluster, C4H9N3O overall at a distorted geometry from OMol25. Energies are from the ωB97M-V functional and the def2-TZVPD basis.

For the HOMO energy (alpha / beta), the calculation gives 0.7756 / -3.5860 eV. The calculation puts the electronic energy at -397.2577 hartree. As for the HOMO-LUMO gap (alpha / beta): 2.709 / 6.997 eV.

Geometry as ORCA input:
```
! wB97M-V def2-TZVPD RIJCOSX def2/J DEFGRID3
* xyz -1 2
O -1.79 1.77 -1.04
N -1.85 1.44 1.25
N 0.16 2.07 0.27
N 1.49 -1.91 0.75
C 0.21 -1.49 -1.38
C 0.44 -2.16 -0.22
C 2.67 -1.99 0.29
C -1.21 1.80 0.05
H -0.30 -2.91 0.06
H 0.56 1.48 0.94
H 3.51 -1.60 0.94
H -0.70 -1.76 -1.89
H 2.90 -2.22 -0.73
H -1.63 1.84 2.13
H 0.83 -0.76 -1.89
H -2.87 1.44 1.10
H 0.76 2.14 -0.57
*
```

Formally, the natural (NBO) partial charges of the atoms, in units of the elementary charge, are as follows: atom 1 (O): -0.65, atom 2 (N): -0.85, atom 3 (N): -0.88, atom 4 (N): -0.61, atom 5 (C): -0.62, atom 6 (C): -0.02, atom 7 (C): -0.42, atom 8 (C): 0.79, atom 9 (H): 0.14, atom 10 (H): 0.39, atom 11 (H): 0.11, atom 12 (H): 0.17, atom 13 (H): 0.12, atom 14 (H): 0.38, atom 15 (H): 0.18, atom 16 (H): 0.38, atom 17 (H): 0.39


Entry 8:
Here is C4H9N3O as an isolated structure at a distorted geometry from OMol25. Energies are from the ωB97M-V functional and the def2-TZVPD basis.

For the HOMO energy, the calculation gives -8.5467 eV. Its energy above the lowest of the compared OMol25 structures with the same formula, charge and spin is 6.4252 eV. The calculation puts the electronic energy at -397.1145 hartree. As for the HOMO-LUMO gap: 7.874 eV.

Geometry as ORCA input:
```
! wB97M-V def2-TZVPD RIJCOSX def2/J DEFGRID3
* xyz 0 1
O -0.68 -1.04 -0.85
N 0.87 0.10 0.53
N 0.64 -1.69 0.97
N 1.92 0.65 0.28
C -1.80 0.50 0.61
C 1.69 -2.35 1.10
C -0.76 0.18 -0.45
C -0.52 1.26 -1.49
H 0.41 1.03 -2.02
H -1.59 -0.08 1.50
H 2.64 -1.92 0.77
H 1.86 1.39 -0.44
H -1.32 1.26 -2.22
H 1.68 -3.31 1.61
H -1.81 1.55 0.90
H -2.79 0.20 0.24
H -0.43 2.25 -1.04
*
```

Formally, the natural (NBO) partial charges of the atoms, in units of the elementary charge, are as follows: atom 1 (O): -0.63, atom 2 (N): 0.07, atom 3 (N): -0.17, atom 4 (N): -0.34, atom 5 (C): -0.69, atom 6 (C): -0.16, atom 7 (C): 0.52, atom 8 (C): -0.70, atom 9 (H): 0.21, atom 10 (H): 0.24, atom 11 (H): 0.18, atom 12 (H): 0.37, atom 13 (H): 0.25, atom 14 (H): 0.22, atom 15 (H): 0.20, atom 16 (H): 0.24, atom 17 (H): 0.20


Entry 9:
Here is one molecule with the formula C4H9N3O at a distorted geometry from OMol25. Energies are from the ωB97M-V functional and the def2-TZVPD basis.

For the HOMO energy, the calculation gives -8.7744 eV. Its energy above the lowest of the compared OMol25 structures with the same formula, charge and spin is 1.5688 eV. Its SMILES is NC[C@@H]1CNC(=O)N1. The calculation puts the electronic energy at -397.2930 hartree. As for the HOMO-LUMO gap: 9.431 eV.

Geometry as ORCA input:
```
! wB97M-V def2-TZVPD RIJCOSX def2/J DEFGRID3
* xyz 0 1
O 3.21 -0.85 -0.30
N 1.81 0.95 -0.05
N -1.76 -0.18 -0.91
N 0.91 -1.03 0.14
C 0.42 1.12 0.03
C 2.06 -0.36 -0.06
C -0.06 -0.18 0.69
C -1.54 -0.51 0.54
H -2.07 -0.99 -1.31
H -2.21 0.08 1.06
H 0.16 2.14 0.36
H 0.57 -1.68 -0.59
H -1.81 -1.57 0.72
H -2.52 0.46 -0.99
H 0.06 0.94 -1.02
H 0.29 -0.06 1.77
H 2.49 1.71 -0.09
*
```

Formally, the natural (NBO) partial charges of the atoms, in units of the elementary charge, are as follows: atom 1 (O): -0.65, atom 2 (N): -0.63, atom 3 (N): -0.84, atom 4 (N): -0.65, atom 5 (C): -0.25, atom 6 (C): 0.76, atom 7 (C): -0.05, atom 8 (C): -0.23, atom 9 (H): 0.35, atom 10 (H): 0.20, atom 11 (H): 0.20, atom 12 (H): 0.41, atom 13 (H): 0.20, atom 14 (H): 0.36, atom 15 (H): 0.21, atom 16 (H): 0.18, atom 17 (H): 0.42


Entry 10:
Here is one molecule with the formula C4H9N3O at a distorted geometry from OMol25. Energies are from the ωB97M-V functional and the def2-TZVPD basis.

For the HOMO energy, the calculation gives -7.7846 eV. Its energy above the lowest of the compared OMol25 structures with the same formula, charge and spin is 4.8963 eV. Its SMILES is C=C(C)N(O)/C=N/N. The calculation puts the electronic energy at -397.1707 hartree. As for the HOMO-LUMO gap: 8.519 eV.

Geometry as ORCA input:
```
! wB97M-V def2-TZVPD RIJCOSX def2/J DEFGRID3
* xyz 0 1
O -1.95 0.14 0.07
N 1.44 -0.06 -2.85
N 1.24 -0.19 -1.48
N -0.59 -0.07 0.07
C -0.88 0.72 2.38
C 0.03 0.03 -1.17
C 1.04 -0.72 1.76
C -0.10 -0.08 1.38
H 1.69 -1.28 0.95
H -1.82 0.30 2.68
H 1.32 -0.59 2.87
H -0.76 0.34 -1.88
H 1.04 -0.86 -3.40
H -2.05 1.06 -0.21
H -1.11 1.62 1.88
H 2.44 0.00 -2.90
H -0.34 0.88 3.29
*
```

Formally, the natural (NBO) partial charges of the atoms, in units of the elementary charge, are as follows: atom 1 (O): -0.53, atom 2 (N): -0.69, atom 3 (N): -0.34, atom 4 (N): -0.16, atom 5 (C): -0.63, atom 6 (C): 0.22, atom 7 (C): -0.47, atom 8 (C): 0.15, atom 9 (H): 0.24, atom 10 (H): 0.23, atom 11 (H): 0.21, atom 12 (H): 0.16, atom 13 (H): 0.35, atom 14 (H): 0.46, atom 15 (H): 0.20, atom 16 (H): 0.36, atom 17 (H): 0.22


Entry 11:
Here is a 2-piece molecular cluster, C4H9N3O overall at a distorted geometry from OMol25. Energies are from the ωB97M-V functional and the def2-TZVPD basis.

For the HOMO energy, the calculation gives -9.0480 eV. Its energy above the lowest of the compared OMol25 structures with the same formula, charge and spin is 1.9329 eV. Its SMILES is NC(N)=O.C=CN=C. The calculation puts the electronic energy at -397.2796 hartree. As for the HOMO-LUMO gap: 9.705 eV.

Geometry as ORCA input:
```
! wB97M-V def2-TZVPD RIJCOSX def2/J DEFGRID3
* xyz 0 1
O -0.76 -2.09 0.11
N -1.69 -0.09 1.08
N -0.63 -1.59 2.36
N 0.57 1.48 -0.54
C 1.33 0.74 0.21
C 0.14 1.01 -1.81
C 0.98 0.93 -2.87
C -0.98 -1.31 1.06
H 0.59 0.51 -3.81
H 1.75 1.18 1.11
H -0.86 0.58 -1.80
H 1.52 -0.36 -0.05
H -0.11 -2.44 2.45
H 1.91 1.50 -2.86
H -1.95 0.26 1.97
H -0.33 -0.90 3.00
H -1.47 0.59 0.40
*
```

Formally, the natural (NBO) partial charges of the atoms, in units of the elementary charge, are as follows: atom 1 (O): -0.63, atom 2 (N): -0.86, atom 3 (N): -0.85, atom 4 (N): -0.44, atom 5 (C): -0.05, atom 6 (C): -0.04, atom 7 (C): -0.46, atom 8 (C): 0.78, atom 9 (H): 0.21, atom 10 (H): 0.18, atom 11 (H): 0.20, atom 12 (H): 0.18, atom 13 (H): 0.39, atom 14 (H): 0.21, atom 15 (H): 0.38, atom 16 (H): 0.38, atom 17 (H): 0.40


Entry 12:
Here is one molecule with the formula C4H9N3O at a distorted geometry from OMol25. Energies are from the ωB97M-V functional and the def2-TZVPD basis.

For the HOMO energy, the calculation gives -8.4881 eV. Its energy above the lowest of the compared OMol25 structures with the same formula, charge and spin is 2.5133 eV. Its SMILES is CN(C)/N=C(/N)C=O. The calculation puts the electronic energy at -397.2583 hartree. As for the HOMO-LUMO gap: 8.540 eV.

Geometry as ORCA input:
```
! wB97M-V def2-TZVPD RIJCOSX def2/J DEFGRID3
* xyz 0 1
O 2.44 -1.23 -0.11
N -1.28 -0.25 -0.06
N 1.91 1.34 0.13
N -0.36 0.88 0.07
C 0.85 0.50 0.01
C -2.26 0.16 -1.04
C -1.93 -0.51 1.20
C 1.28 -0.90 -0.34
H 2.77 0.81 0.35
H -2.64 -1.36 1.01
H -2.73 1.14 -0.82
H -1.18 -0.70 2.04
H 0.49 -1.54 -0.78
H -1.79 0.27 -2.05
H -2.56 0.40 1.53
H -3.07 -0.58 -1.14
H 1.75 2.15 0.72
*
```

Formally, the natural (NBO) partial charges of the atoms, in units of the elementary charge, are as follows: atom 1 (O): -0.52, atom 2 (N): -0.34, atom 3 (N): -0.79, atom 4 (N): -0.33, atom 5 (C): 0.30, atom 6 (C): -0.42, atom 7 (C): -0.42, atom 8 (C): 0.37, atom 9 (H): 0.41, atom 10 (H): 0.21, atom 11 (H): 0.18, atom 12 (H): 0.21, atom 13 (H): 0.17, atom 14 (H): 0.20, atom 15 (H): 0.17, atom 16 (H): 0.20, atom 17 (H): 0.40